{"formula": "C6H12O", "method": "ωB97M-V with the def2-TZVPD basis set", "energy_ha": -310.847418, "homo_lumo_gap_ev": 8.01, "e_homo_ev": -7.65, "lumo_ev": 0.366, "charge": 0, "relative_energy_kj_mol": 556.2, "symbols": ["C", "C", "C", "C", "C", "C", "H", "H", "H", "H", "H", "H", "H", "H", "H", "H", "H", "H", "O"], "xyz": [[0.5228, -0.3933, 1.4442], [-0.0838, 0.2151, 0.2786], [0.2660, -0.4664, -0.9503], [0.2731, -2.0111, -1.1522], [-2.3395, 0.8494, 0.0909], [-1.1386, 1.1868, 0.6766], [0.9147, 0.7712, 1.0356], [-0.0693, -0.4876, 2.4357], [1.2814, -1.1570, 1.1381], [0.3168, 0.0824, -1.9008], [-0.2330, -2.3014, -2.0388], [1.3172, -2.5345, -1.1601], [-0.2063, -2.4355, -0.2585], [-2.3230, -0.0653, -0.4497], [-3.2914, 1.3795, 0.1761], [-0.8854, 1.8254, 1.5652], [1.9269, 2.5816, -0.0682], [1.4844, 1.2403, -0.5135], [2.2669, 1.7205, -0.3489]], "nbo_charge": [-0.5443, -0.1959, -0.3102, -0.6312, -0.3398, -0.2370, 0.3377, 0.2265, 0.2373, 0.1973, 0.2195, 0.2020, 0.2039, 0.2093, 0.2034, 0.2222, 0.4596, 0.4676, -0.9277]}

=====

{"formula": "C50H114N6O10", "method": "ωB97M-V with the def2-TZVPD basis set", "energy_ha": -3053.125162, "homo_lumo_gap_ev": 9.18, "e_homo_ev": -16.11, "lumo_ev": -6.930, "charge": 4, "symbols": ["C", "O", "C", "C", "N", "H", "H", "C", "C", "O", "C", "H", "H", "H", "H", "H", "H", "H", "H", "H", "H", "H", "H", "H", "H", "C", "O", "C", "C", "N", "H", "H", "C", "C", "O", "C", "H", "H", "H", "H", "H", "H", "H", "H", "H", "H", "H", "H", "H", "H", "C", "C", "C", "C", "N", "C", "C", "C", "C", "C", "H", "H", "H", "H", "H", "H", "H", "H", "H", "H", "H", "H", "H", "H", "H", "H", "H", "H", "H", "H", "C", "C", "C", "C", "N", "C", "C", "C", "C", "C", "H", "H", "H", "H", "H", "H", "H", "H", "H", "H", "H", "H", "H", "H", "H", "H", "H", "H", "H", "H", "C", "C", "C", "C", "N", "C", "C", "C", "C", "C", "H", "H", "H", "H", "H", "H", "H", "H", "H", "H", "H", "H", "H", "H", "H", "H", "H", "H", "H", "H", "C", "C", "C", "C", "N", "C", "C", "C", "C", "C", "H", "H", "H", "H", "H", "H", "H", "H", "H", "H", "H", "H", "H", "H", "H", "H", "H", "H", "H", "H", "O", "C", "O", "O", "H", "O", "C", "O", "O", "H"], "xyz": [[2.6446, 1.8101, -2.5359], [2.2844, 2.2487, -3.9086], [3.3421, 3.0570, -4.3691], [3.0127, 3.5353, -5.8149], [2.9165, 2.1398, -6.5202], [3.8148, 1.6622, -6.2769], [2.1453, 1.6473, -6.0164], [2.7777, 1.9739, -8.0265], [3.0496, 0.5295, -8.5434], [4.4199, 0.1297, -8.3730], [4.6838, -0.9854, -9.2472], [2.6717, 2.6460, -1.8389], [3.6310, 1.3227, -2.6120], [1.8488, 1.1680, -2.2228], [4.3384, 2.5810, -4.3012], [3.3125, 3.9610, -3.7887], [3.8733, 4.1317, -6.1552], [2.0529, 4.0252, -5.8592], [3.3647, 2.7864, -8.4245], [1.7257, 2.0703, -8.3016], [2.8466, 0.6496, -9.6458], [2.2905, -0.2202, -8.2382], [5.7635, -1.1362, -9.2592], [4.3201, -0.7028, -10.2523], [4.2254, -1.9126, -8.9084], [-8.2349, -0.9578, -0.5532], [-7.6629, -0.1489, -1.5736], [-8.1816, 1.1253, -1.6880], [-7.2012, 2.0873, -1.2038], [-5.8810, 1.9442, -2.0098], [-5.0989, 1.7031, -1.3223], [-5.8267, 1.2091, -2.6985], [-5.4462, 3.2409, -2.6586], [-3.9936, 3.1364, -2.8008], [-3.8937, 1.9485, -3.5407], [-2.6315, 1.5848, -4.0953], [-8.1489, -0.4804, 0.4628], [-7.8012, -1.9803, -0.5464], [-9.3184, -0.9906, -0.7209], [-9.1535, 1.3382, -1.2478], [-8.3594, 1.3078, -2.7466], [-6.8606, 1.8795, -0.2272], [-7.4911, 3.1239, -1.2135], [-5.7204, 4.1102, -2.0915], [-5.9076, 3.2408, -3.6633], [-3.4983, 3.0188, -1.8189], [-3.5749, 4.0289, -3.3022], [-1.8493, 1.8087, -3.3555], [-2.4421, 2.0821, -5.0789], [-2.6686, 0.4996, -4.1992], [0.3335, -1.3266, -1.9167], [-0.4612, -2.2770, -1.0303], [-1.9085, -2.3698, -1.4411], [-2.5955, -3.3336, -0.4347], [-4.0302, -3.7440, -0.7747], [-4.3951, -4.9432, 0.1208], [-3.7029, -6.1646, -0.4327], [-3.2501, -5.6889, -1.9037], [-4.1234, -4.3890, -2.1054], [-4.9707, -2.6508, -0.3877], [0.0584, -1.3637, -2.9661], [1.4272, -1.4765, -1.8026], [0.2152, -0.3235, -1.4333], [-0.4322, -2.1495, 0.0294], [-0.0319, -3.2763, -1.1543], [-1.9697, -2.7040, -2.5213], [-2.3490, -1.3369, -1.4448], [-2.7355, -2.7083, 0.4509], [-2.0076, -4.2303, -0.1967], [-5.4634, -5.1251, 0.1129], [-4.2667, -4.7309, 1.1742], [-4.4598, -6.9145, -0.5386], [-2.8248, -6.4506, 0.1093], [-3.5051, -6.4644, -2.6264], [-2.1895, -5.4583, -1.9837], [-5.1691, -4.7413, -2.2575], [-3.7376, -3.8405, -2.8993], [-5.9740, -2.9166, -0.6473], [-4.7295, -1.7577, -0.9724], [-4.7810, -2.4614, 0.6858], [4.7535, -4.2679, -1.4696], [4.4376, -2.8356, -1.0935], [5.3483, -2.2101, 0.0028], [4.9071, -0.8242, 0.2960], [5.8491, -0.0306, 1.1599], [5.1044, 1.1701, 1.7773], [4.4061, 0.5561, 3.0474], [5.0343, -0.8544, 3.2287], [6.2385, -0.7700, 2.3588], [6.9962, 0.4703, 0.3554], [5.7115, -4.4474, -1.9343], [4.0051, -4.6322, -2.1766], [4.7265, -4.9680, -0.6202], [3.3955, -2.7900, -0.7126], [4.3892, -2.2158, -2.0016], [6.3418, -2.2997, -0.3758], [5.2933, -2.7783, 0.9191], [3.9100, -0.8602, 0.7635], [4.7633, -0.2192, -0.6087], [5.9441, 1.7883, 2.0576], [4.4917, 1.6954, 1.0341], [4.3640, 1.2575, 3.9044], [3.3393, 0.3536, 2.8133], [5.4266, -0.9751, 4.2454], [4.2407, -1.5616, 3.0086], [6.9964, -0.2063, 2.9046], [6.6963, -1.7035, 2.0450], [7.5353, -0.3223, -0.1320], [7.6924, 1.0110, 0.9800], [6.5956, 1.2704, -0.2732], [3.4359, 3.8226, 3.1129], [2.3950, 4.8556, 3.0367], [1.0072, 4.3023, 3.1841], [-0.1439, 5.2993, 2.8702], [-1.3238, 4.7256, 2.1804], [-2.5398, 5.5050, 2.3760], [-3.1160, 5.1122, 3.7074], [-2.7551, 3.6126, 3.8516], [-1.7898, 3.3591, 2.6681], [-0.9497, 4.7035, 0.7312], [4.4171, 4.1501, 2.7283], [3.0886, 3.0015, 2.5010], [3.6272, 3.4605, 4.0997], [2.3311, 5.2888, 2.0195], [2.6107, 5.6023, 3.8091], [0.8316, 4.0074, 4.1937], [0.8584, 3.4674, 2.5183], [0.2339, 6.0948, 2.2734], [-0.5799, 5.7455, 3.7887], [-3.2137, 5.2744, 1.5472], [-2.3502, 6.5932, 2.3810], [-4.1767, 5.2921, 3.6001], [-2.7979, 5.7519, 4.5175], [-3.5911, 2.8791, 3.7701], [-2.3474, 3.3346, 4.8401], [-2.3613, 2.8927, 1.8487], [-0.9239, 2.7033, 2.8824], [0.0583, 4.2732, 0.6126], [-0.9700, 5.7513, 0.4413], [-1.6960, 4.1125, 0.1581], [3.2855, -4.8358, 3.3435], [2.0427, -4.5319, 2.3788], [0.8762, -3.9611, 3.1510], [1.0426, -2.6041, 3.8534], [-0.1641, -2.0060, 4.4489], [0.1868, -0.7367, 5.1043], [-0.9783, -0.4613, 6.0644], [-1.4996, -1.8634, 6.3906], [-0.5991, -2.8114, 5.5716], [-1.1498, -1.7720, 3.4366], [2.9235, -5.5543, 4.0772], [3.6971, -3.9482, 3.7827], [4.0859, -5.3351, 2.8564], [1.6716, -5.4946, 1.9886], [2.2851, -3.9355, 1.5195], [0.5210, -4.7288, 3.8868], [0.1124, -3.9250, 2.3596], [1.4338, -1.8652, 3.1040], [1.7365, -2.6217, 4.7005], [0.4031, -0.0069, 4.3448], [1.0452, -0.8279, 5.7851], [-1.7501, 0.1638, 5.5642], [-0.6433, 0.0769, 6.9464], [-2.5758, -2.0991, 6.1313], [-1.4232, -2.2300, 7.4296], [-1.1472, -3.7247, 5.2768], [0.2122, -3.2470, 6.1272], [-1.7187, -2.6808, 3.3541], [-0.6679, -1.5324, 2.4972], [-1.8079, -0.9406, 3.7255], [0.0690, 0.8600, 1.6209], [1.3151, 0.3843, 1.0829], [1.5122, -0.8594, 1.3432], [1.9332, 1.2322, 0.4643], [-0.4995, 0.0588, 1.6751], [-1.9633, 1.4592, -0.1551], [-2.8827, 0.6523, 0.3150], [-2.4927, -0.2483, 1.0478], [-4.0403, 0.7518, -0.0716], [-1.0699, 1.3149, 0.2459]], "mulliken_charge": [-0.2431, -0.2273, -0.6700, -0.6561, -0.1335, 0.3936, 0.3302, -0.7472, -0.4348, -0.3327, -0.6875, 0.3043, 0.3005, -0.2484, 0.4533, 0.4518, 0.3993, 0.3674, 0.3849, 0.3378, 0.3803, 0.3771, 0.2514, 0.3277, 0.2939, -0.6619, -0.2785, -0.7343, -0.5008, 0.4802, 0.1355, 0.4633, -0.7843, -0.0476, -0.3664, -0.6702, 0.3265, 0.1488, 0.4210, 0.5079, 0.3610, 0.2604, 0.4698, 0.5228, 0.2385, -0.1634, 0.5110, 0.2163, 0.3058, 0.2512, -0.5708, 0.7633, -0.0333, -1.1552, 0.4729, -0.7252, -0.5942, -0.5310, -0.5841, -1.2014, 0.6494, -0.0598, -0.3034, -0.6629, 0.4077, 0.6293, -0.4315, 0.0306, 0.5565, 0.4681, 0.4088, 0.3650, 0.3372, 0.5076, 0.2132, 0.4083, 0.5158, 0.7511, 0.2971, 0.1969, -1.6168, 0.2744, -0.7904, 0.8318, 0.3466, -0.9421, 0.6748, -0.2560, -0.6948, -0.9808, 0.4161, 0.4217, 0.2872, -0.3388, 0.3591, 0.3838, 0.5112, -0.7456, -0.0122, 0.4393, 0.3696, 0.6452, -0.7365, 0.4892, -0.3820, 0.5572, 0.4873, 0.3399, 0.4269, 0.3829, -0.8029, -0.7140, 0.4827, -1.0717, 0.4862, -0.6526, -0.9034, -0.6199, 0.5186, -0.5611, 0.3842, -0.2045, 0.4430, 0.4047, 0.2917, 0.5372, -0.7762, 0.5678, 0.3583, 0.5276, 0.3675, 0.3795, 0.3954, 0.4301, 0.3234, -0.4868, -0.0376, 0.2172, 0.5475, -0.0345, -1.4668, -0.3084, -0.2623, 0.3128, 1.0256, -0.6369, -0.4655, -0.6693, -0.8294, -0.8379, 0.4052, 0.2881, 0.4721, 0.4928, 0.0299, 0.4849, -0.2189, -0.7405, 0.7098, 0.0945, 0.6004, 0.1094, 0.4478, 0.3274, 0.3800, 0.4733, 0.5180, 0.3444, -0.4786, 0.4653, 1.2003, -0.1224, -0.6400, -0.5401, -0.9188, 0.0608, 0.3725, -0.7366, -1.1225, -0.0774]}

=====

{"formula": "C6H12FNO3", "method": "ωB97M-V with the def2-TZVPD basis set", "energy_ha": -616.096926, "homo_lumo_gap_ev": [8.01, 8.01], "e_homo_ev": [-7.41, -7.41], "lumo_ev": [0.606, 0.605], "charge": 0, "relative_energy_kj_mol": 0.0, "symbols": ["C", "C", "C", "C", "C", "C", "N", "O", "O", "O", "F", "H", "H", "H", "H", "H", "H", "H", "H", "H", "H", "H", "H"], "xyz": [[-0.0160, 0.3872, -1.4852], [-2.7483, 0.8317, 1.5983], [1.2196, -2.1984, -0.5407], [-1.3977, 1.5062, 1.4094], [1.9382, -0.9573, -0.1646], [0.2767, 0.8280, -0.1819], [2.7538, -0.3912, -1.0641], [-1.1038, -0.4454, -1.5635], [0.7160, 0.5442, -2.4590], [-0.4606, 0.5281, 0.9167], [1.2106, 1.8222, -0.0019], [-3.1849, 0.5634, 0.6381], [-2.6207, -0.0719, 2.1900], [-3.4297, 1.4988, 2.1177], [1.9289, -3.0295, -0.5222], [0.8182, -2.1273, -1.5496], [0.4205, -2.4161, 0.1608], [-1.0149, 1.8705, 2.3690], [-1.4646, 2.3474, 0.7140], [2.1310, -0.7675, 0.8817], [-1.5237, -0.4997, -0.6928], [2.3379, -0.2857, -2.0010], [3.2133, 0.4624, -0.7690]], "nbo_charge": [0.5946, -0.6308, -0.6893, -0.0673, 0.1816, 0.4005, -0.7395, -0.6979, -0.6858, -0.5509, -0.3560, 0.2045, 0.2147, 0.2200, 0.2362, 0.2466, 0.2314, 0.1804, 0.1849, 0.2081, 0.4843, 0.4325, 0.3970]}